Entry from the Open Molecules 2025 dataset: one molecule with the formula C20H16FN3O4 at a distorted geometry (ωB97M-V with the def2-TZVPD basis set).

Cartesian coordinates (Å):
O: -0.3098 -2.7252 -2.6623
C: -0.6916 -2.5975 -1.5244
N: 0.0512 -2.1378 -0.4857
C: 1.3163 -1.5359 -0.5156
C: 1.7821 -0.9699 0.6654
C: 3.0194 -0.3458 0.7102
C: 3.8142 -0.3026 -0.4395
C: 3.3300 -0.8510 -1.6199
C: 2.0925 -1.4603 -1.6684
H: 1.7278 -1.8823 -2.5886
H: 3.9511 -0.7947 -2.4989
O: 5.0643 0.2633 -0.4379
C: 5.5790 0.4677 0.8583
C: 4.5131 1.0947 1.7559
H: 4.1800 2.0432 1.3127
O: 3.4155 0.2188 1.8952
H: 4.8956 1.2738 2.7617
H: 5.8967 -0.4910 1.2914
H: 6.4424 1.1254 0.7497
H: 1.1940 -0.9965 1.5704
H: -0.3817 -2.1340 0.4277
C: -2.1208 -2.9726 -1.1129
N: -2.6971 -2.0150 -0.1900
N: -2.4517 -0.7509 -0.4674
C: -2.9139 0.2011 0.2914
C: -3.7176 -0.1105 1.4305
C: -3.9645 -1.4074 1.7219
C: -3.4327 -2.4769 0.9028
O: -3.5596 -3.6703 1.1030
H: -4.5533 -1.7069 2.5752
H: -4.0965 0.6812 2.0580
C: -2.5234 1.5679 -0.0665
C: -3.2994 2.6694 0.2894
C: -2.8998 3.9487 -0.0479
C: -1.7157 4.1174 -0.7431
C: -0.9288 3.0416 -1.1181
C: -1.3390 1.7688 -0.7784
H: -0.7454 0.9131 -1.0588
H: -0.0142 3.2090 -1.6642
F: -1.3193 5.3642 -1.0641
H: -3.4929 4.8096 0.2173
H: -4.2336 2.5337 0.8122
H: -2.7204 -3.0267 -2.0262
H: -2.1426 -3.9510 -0.6211

orbital gap = 0.2860 Eh
energy = -1336.83510 Ha
E_HOMO = -8.1 eV
structure (SMILES) = O=C(Cn1nc(-c2ccc(F)cc2)ccc1=O)Nc1ccc2c(c1)OCCO2
LUMO energy = -0.2731 eV
charge = 0

=====

Entry from the Open Molecules 2025 dataset: C48H38BrGeIN7O2PV as an isolated structure (ωB97M-V with the def2-TZVPD basis set).

Cartesian coordinates (Å):
V: 0.5734 -0.1517 0.5490
Br: 4.4739 0.8597 -0.0554
C: 3.0767 1.3303 -1.2204
C: 3.3484 2.1975 -2.2708
C: 2.3333 2.5068 -3.1589
C: 1.0869 1.9188 -2.9976
C: 0.9305 1.0467 -1.9421
N: 1.8849 0.7773 -1.0286
C: -0.3343 0.2798 -1.7453
O: -1.4385 0.6566 -2.0264
O: -0.1105 -0.9586 -1.2251
H: 4.3403 2.6076 -2.3812
H: 2.5219 3.1843 -3.9786
H: 0.2584 2.1048 -3.6650
N: -2.8699 -0.2022 0.5578
C: -2.3575 -1.0296 1.4758
N: -3.1947 -1.6485 2.2956
C: -2.6500 -2.5570 3.1029
N: -3.4065 -3.0994 4.0521
N: -1.3794 -3.0196 2.9825
C: -0.6389 -2.3410 2.1499
N: -1.0134 -1.2343 1.4820
C: 0.7203 -2.8399 1.8322
C: 1.2030 -4.0207 2.3678
C: 2.4598 -4.4580 1.9818
C: 3.1869 -3.6968 1.0807
C: 2.6368 -2.5206 0.6007
N: 1.4200 -2.0990 0.9537
H: -3.8724 -0.0941 0.5610
H: -2.3737 0.0206 -0.2935
H: -4.3700 -2.8228 4.1413
H: -3.0334 -3.8347 4.6286
H: 0.5897 -4.5673 3.0667
H: 2.8658 -5.3784 2.3792
H: 4.1726 -3.9965 0.7576
H: 3.1908 -1.8791 -0.0746
I: 2.1389 0.2614 2.8644
C: 2.8957 2.2114 2.9842
C: 4.2055 2.2390 3.3798
C: 4.8456 3.4554 3.6655
C: 4.1181 4.6035 3.6077
C: 2.7542 4.5924 3.2258
C: 2.0358 5.8087 3.2891
C: 0.7088 5.8472 2.9928
C: 0.0904 4.6809 2.5222
C: 0.7443 3.4761 2.3830
P: -0.3083 2.2794 1.4396
C: -1.7743 2.1996 2.5187
C: -1.7726 1.2072 3.5000
C: -2.8224 1.1017 4.3967
C: -3.8897 1.9852 4.3224
C: -3.8930 2.9815 3.3580
C: -2.8377 3.0955 2.4643
C: -0.7218 3.3262 0.0017
C: 0.2444 4.1930 -0.5151
C: -0.0276 4.9621 -1.6342
C: -1.2677 4.8806 -2.2528
C: -2.2294 4.0177 -1.7514
C: -1.9569 3.2403 -0.6362
C: 2.1029 3.3811 2.8313
H: 4.7534 1.3151 3.5011
H: 5.8822 3.4601 3.9668
H: 4.5623 5.5518 3.8751
H: 2.5631 6.6981 3.6054
H: 0.1400 6.7609 3.0762
H: -0.9448 4.7597 2.2125
H: -0.9392 0.5146 3.5717
H: -2.8042 0.3352 5.1582
H: -4.7100 1.9065 5.0213
H: -4.7137 3.6833 3.3062
H: -2.8540 3.8920 1.7316
H: 1.2070 4.2904 -0.0274
H: 0.7230 5.6425 -2.0105
H: -1.4874 5.4971 -3.1127
H: -3.1970 3.9493 -2.2261
H: -2.7221 2.5779 -0.2554
Ge: 0.3979 -2.4622 -2.2957
C: -0.3222 -2.0039 -4.0087
C: -1.6588 -2.2492 -4.3216
C: -2.1620 -1.8742 -5.5564
C: -1.3353 -1.2531 -6.4832
C: -0.0036 -1.0065 -6.1807
C: 0.5035 -1.3824 -4.9460
C: -0.3920 -3.8383 -1.2083
C: 0.2680 -5.0467 -1.0027
C: -0.3027 -6.0278 -0.2035
C: -1.5320 -5.8036 0.3976
C: -2.2008 -4.6034 0.1907
C: -1.6355 -3.6255 -0.6114
H: 1.9293 -2.4205 -2.2988
H: -2.3078 -2.7440 -3.6096
H: -3.1952 -2.0720 -5.8005
H: -1.7293 -0.9695 -7.4488
H: 0.6404 -0.5370 -6.9102
H: 1.5493 -1.2017 -4.7222
H: 1.2285 -5.2355 -1.4667
H: 0.2090 -6.9680 -0.0565
H: -1.9776 -6.5696 1.0160
H: -3.1673 -4.4355 0.6459
H: -2.1627 -2.6893 -0.7650

orbital gap (alpha / beta) = 0.2711 / 0.2465 Eh
2S+1 = 2
energy = -8619.39660 Ha
⟨S²⟩ = 0.766
E_HOMO (alpha / beta) = -12.7 / -12.1 eV
energy above the lowest of the compared OMol25 structures with the same formula, charge and spin = 3.9 kcal/mol
LUMO energy (alpha / beta) = -5.3492 / -5.3976 eV
charge = +2

=====

Entry from the Open Molecules 2025 dataset: a 2-piece molecular cluster, C9H12INO overall at a distorted geometry (ωB97M-V with the def2-TZVPD basis set).

Cartesian coordinates (Å):
C: 0.7622 -2.4188 -0.7050
C: 0.2957 -2.1631 0.5945
C: 1.8387 -1.6225 -0.8521
C: -1.6319 0.0994 -0.4527
C: -0.9595 0.2823 -1.6741
C: -0.7257 -2.8888 1.3380
C: 2.9104 -1.6873 -1.9396
C: -0.0696 1.4747 -1.5132
C: -0.7561 -0.7326 -2.6305
N: 0.9818 -1.2323 1.1011
O: 1.9273 -0.8470 0.2873
I: -3.7293 -0.3870 -0.6641
H: -1.1006 -2.1458 2.1010
H: -1.5645 -3.1045 0.6007
H: -0.3278 -3.9193 1.6767
H: 2.3167 -2.1464 -2.7902
H: 3.3808 -0.7480 -2.1948
H: 3.7157 -2.4616 -1.5975
H: -0.4724 2.3621 -2.0399
H: 0.7802 1.1603 -2.2039
H: 0.1262 1.6379 -0.4461
H: 0.5431 -3.2910 -1.3999
H: 0.1779 -0.8121 -3.1953
H: -1.3614 -1.6607 -2.4154

orbital gap (alpha / beta) = 0.2642 / 0.2642 Eh
energy = -777.58661 Ha
E_HOMO (alpha / beta) = -8.3 / -8.3 eV
energy above the lowest of the compared OMol25 structures with the same formula, charge and spin = 110.1 kcal/mol
LUMO energy (alpha / beta) = -1.1161 / -1.1135 eV
charge = 0

=====

Entry from the Open Molecules 2025 dataset: one molecule with the formula ClH4N2P at a distorted geometry (ωB97M-V with the def2-TZVPD basis set).

Cartesian coordinates (Å):
N: -0.0124 1.2780 -0.0423
N: 0.5620 -1.4173 0.2506
P: 1.2115 -0.3828 -0.7819
Cl: 2.7366 0.3442 0.2424
H: 0.1797 2.1529 -0.5273
H: -0.9376 1.0692 -0.3133
H: -0.0670 -1.9597 -0.1164
H: 0.3877 -1.0187 1.1546

orbital gap = 0.3634 Eh
energy = -913.44563 Ha
E_HOMO = -8.9 eV
structure (SMILES) = NP(N)Cl
energy above the lowest of the compared OMol25 structures with the same formula, charge and spin = 29.7 kcal/mol
LUMO energy = 0.9927 eV
charge = 0